[1]
C10H12ClNOS | ωB97M-V/def2-TZVPD

```
! RIJCOSX wB97M-V def2-TZVPD def2/J DEFGRID3
* xyz 0 1
C 4.467 0.287 0.404
C 4.234 1.612 0.241
C 3.333 -0.574 0.211
C 2.974 2.236 -0.071
C 2.142 -0.038 -0.105
C 1.957 1.349 -0.285
C -0.458 0.318 -0.918
C -4.027 -0.589 1.175
C -3.909 -0.666 -0.325
C -2.414 -1.061 -0.638
N 1.096 -0.961 -0.415
O -1.600 0.122 -0.361
S 0.310 1.852 -0.498
Cl 0.615 -1.757 1.034
H 5.403 -0.062 0.749
H 5.067 2.321 0.581
H 3.326 -1.679 0.239
H 3.124 3.280 -0.426
H -0.375 -0.089 -1.988
H -3.297 -0.020 1.599
H -4.950 -0.100 1.479
H -4.046 -1.629 1.603
H -4.157 0.375 -0.567
H -4.552 -1.277 -0.898
H -1.919 -1.910 -0.132
H -2.343 -1.339 -1.688
*
```

- HOMO-LUMO gap (eV) = 9.01
- energy above the lowest of the compared OMol25 structures with the same formula, charge and spin (kcal/mol) = 109.95



[2]
C4H11N3O2 | ωB97M-V/def2-TZVPD

```
! RIJCOSX wB97M-V def2-TZVPD def2/J DEFGRID3
* xyz 0 1
C -1.716 -0.309 3.275
C -1.192 -0.020 1.877
O -1.464 0.979 1.235
O -0.355 -0.944 1.488
H -2.109 0.628 3.682
H -0.887 -0.512 3.929
H -2.499 -1.055 3.155
C 1.746 -1.344 -1.119
C 0.343 0.564 -1.594
N -0.594 1.446 -1.198
N 0.762 -0.338 -0.782
N 1.013 0.866 -2.765
H -1.066 1.285 -0.321
H -0.852 2.224 -1.770
H 0.103 -0.758 0.570
H 1.967 0.579 -2.852
H 0.701 1.577 -3.401
H 2.366 -1.450 -0.232
H 2.493 -1.126 -1.891
H 1.240 -2.292 -1.284
*
```

- HOMO-LUMO gap (eV) = 9.52
- energy above the lowest of the compared OMol25 structures with the same formula, charge and spin (kcal/mol) = 7.17
- structure (SMILES) = CN=C(N)N.CC(=O)O



[3]
C4H12N2O | ωB97M-V/def2-TZVPD

```
! RIJCOSX wB97M-V def2-TZVPD def2/J DEFGRID3
* xyz 0 1
C -0.100 -0.370 -0.079
N 0.781 0.010 1.018
C 1.626 -1.020 1.573
O 1.201 -1.395 2.873
C -0.445 0.816 -0.977
C -0.948 0.376 -2.331
N -1.444 1.749 -0.388
H 0.400 -1.125 -0.688
H -1.035 -0.838 0.248
H 0.241 0.470 1.738
H 1.594 -1.892 0.910
H 2.665 -0.679 1.600
H 1.945 -1.284 3.468
H 0.483 1.388 -1.102
H -1.719 -0.399 -2.205
H -1.375 1.223 -2.862
H -0.156 -0.088 -2.918
H -1.354 1.739 0.634
H -2.361 1.320 -0.512
*
```

- HOMO-LUMO gap (eV) = 9.84
- energy above the lowest of the compared OMol25 structures with the same formula, charge and spin (kcal/mol) = 32.69
- structure (SMILES) = C[C@@H](N)CNCO



[4]
C4H4O3 | ωB97M-V/def2-TZVPD

```
! RIJCOSX wB97M-V def2-TZVPD def2/J DEFGRID3
* xyz 0 1
O 1.890 -0.940 -0.574
C 0.623 -1.079 -0.255
C -0.221 -0.048 0.047
C 0.276 1.321 -0.035
O 1.193 1.662 -0.773
C -1.607 -0.299 0.456
O -2.104 -1.394 0.614
H 0.296 -2.116 -0.219
H -0.165 2.064 0.654
H 2.082 0.024 -0.632
H -2.210 0.625 0.591
*
```

- HOMO-LUMO gap (eV) = 9.65
- energy above the lowest of the compared OMol25 structures with the same formula, charge and spin (kcal/mol) = 23.94
- structure (SMILES) = O=CC(C=O)=CO



[5]
C4H14N2 | ωB97M-V/def2-TZVPD

```
! RIJCOSX wB97M-V def2-TZVPD def2/J DEFGRID3
* xyz 0 1
C 1.298 0.986 -0.599
C 2.183 1.094 0.642
N -0.437 -1.237 0.215
N -0.284 -2.540 -0.377
H -0.301 -1.327 1.221
H -0.113 -2.392 -1.368
H -1.183 -3.013 -0.296
H 1.317 1.919 -1.168
H 1.702 0.233 -1.293
H 2.223 0.144 1.188
H 3.216 1.374 0.418
H 1.781 1.841 1.332
C -1.864 -0.326 -0.072
C -1.559 1.051 0.263
H -1.765 1.330 1.295
H -2.595 -0.897 0.509
H -2.039 -0.499 -1.134
H 0.319 -0.566 -0.145
H -1.938 1.786 -0.442
H 0.038 1.040 -0.190
*
```

- HOMO-LUMO gap (eV) = 6.86
- energy above the lowest of the compared OMol25 structures with the same formula, charge and spin (kcal/mol) = 110.79



[6]
C5H8NO | ωB97M-V/def2-TZVPD

```
! RIJCOSX wB97M-V def2-TZVPD def2/J DEFGRID3
* xyz 1 1
C -0.347 -1.150 -0.715
C 0.867 -0.470 -0.734
C -1.645 -0.809 0.001
C 1.312 0.769 -0.226
C -1.947 0.642 0.348
N 2.631 1.084 -0.385
O -1.412 1.582 -0.200
H -0.399 -2.101 -1.197
H 1.607 -1.131 -1.154
H -2.459 -1.350 -0.342
H -1.522 -1.227 1.024
H 0.525 1.320 0.352
H -2.837 0.784 1.144
H 3.217 0.528 -0.955
H 3.175 1.934 -0.248
*
```

- HOMO-LUMO gap (eV) = 8.47
- energy above the lowest of the compared OMol25 structures with the same formula, charge and spin (kcal/mol) = 29.41
- structure (SMILES) = [NH2+]=C/C=C\CC=O